Formula: C10H9N3O
Source: OMol25
Level of theory: the ωB97M-V functional and the def2-TZVPD basis

Last columns: bonded neighbours and bond lengths (Å).
Atoms and positions in Å:
1 C -3.619 1.526 0.510  C2 1.417, C3 1.377, H15 1.130
2 C -2.222 1.292 0.558  C1 1.417, C7 1.418, H16 1.077
3 C -4.350 0.615 -0.220  C1 1.377, N11 1.315, H17 1.147
4 C 4.102 0.886 -0.206  C6 1.372, N12 1.366, H18 1.085
5 C -2.656 -0.837 -0.301  C7 1.418, N11 1.272, H19 1.094
6 C 3.968 -0.479 -0.194  C4 1.372, N13 1.368, H20 1.092
7 C -1.651 0.113 0.015  C2 1.418, C5 1.418, C10 1.475
8 C 2.044 0.567 0.242  N12 1.293, N13 1.450, O14 1.288
9 C 2.021 -1.915 0.148  N13 1.337, H21 1.139, H22 1.019
10 C -0.211 -0.199 -0.059  C7 1.475, O14 1.409, H23 1.018
11 N -3.878 -0.573 -0.530  C3 1.315, C5 1.272
12 N 2.895 1.502 -0.030  C4 1.366, C8 1.293
13 N 2.646 -0.738 0.048  C6 1.368, C8 1.450, C9 1.337
14 O 0.770 0.746 0.302  C8 1.288, C10 1.409
15 H -4.070 2.445 0.986  C1 1.130
16 H -1.417 1.877 0.968  C2 1.077
17 H -5.462 0.640 -0.502  C3 1.147
18 H 5.026 1.428 -0.380  C4 1.085
19 H -2.364 -1.764 -0.802  C5 1.094
20 H 4.537 -1.316 -0.604  C6 1.092
21 H 2.607 -2.886 0.043  C9 1.139
22 H 1.143 -1.984 0.661  C9 1.019
23 H 0.141 -0.948 -0.651  C10 1.018

total charge: 0
2S+1: 1
ΔE to the lowest compared entry with this formula, charge and spin: 5.1484 eV
HOMO level (alpha / beta): -7.556 / -7.582 eV

Here are the Mulliken charges for atoms 1 to 8, given in e: atom 1 (C): -0.53, atom 2 (C): -0.19, atom 3 (C): -0.12, atom 4 (C): -0.42, atom 5 (C): -0.41, atom 6 (C): -0.20, atom 7 (C): 0.50, atom 8 (C): 0.35

Formula: C10H9N3O2
Source: OMol25
Level of theory: the ωB97M-V functional and the def2-TZVPD basis

Last columns: bonded neighbours and bond lengths (Å).
Atoms and positions in Å:
1 C 1.506 -1.297 -0.844  C10 1.460, N11 1.158
2 C -3.545 -0.643 -0.109  C3 1.409, C4 1.351, H16 1.058
3 C -2.516 -1.539 0.242  C2 1.409, C5 1.375, H17 1.113
4 C -3.333 0.656 -0.416  C2 1.351, C6 1.377, H18 1.165
5 C -1.214 -1.106 0.145  C3 1.375, C7 1.420, H19 1.053
6 C -2.062 1.159 -0.252  C4 1.377, C7 1.412, H20 1.026
7 C -0.976 0.283 -0.032  C5 1.420, C6 1.412, C8 1.473
8 C 0.353 0.907 -0.147  C7 1.473, C10 1.522, O14 1.241
9 C 2.198 -0.302 1.235  C10 1.780, N12 1.331, O15 1.207
10 C 1.612 0.091 -0.399  C1 1.460, C8 1.522, C9 1.780, N13 1.435
11 N 1.439 -2.385 -1.231  C1 1.158
12 N 3.259 0.455 1.501  C9 1.331, H21 1.012, H22 1.036
13 N 2.666 0.782 -1.085  C10 1.435, H23 1.080, H24 1.045
14 O 0.552 2.132 -0.157  C8 1.241
15 O 1.491 -0.901 2.009  C9 1.207
16 H -4.542 -0.954 -0.277  C2 1.058
17 H -2.894 -2.556 0.488  C3 1.113
18 H -4.159 1.431 -0.689  C4 1.165
19 H -0.393 -1.729 0.360  C5 1.053
20 H -1.756 2.086 -0.568  C6 1.026
21 H 3.888 0.843 0.808  N12 1.012
22 H 3.411 0.568 2.519  N12 1.036
23 H 2.312 1.800 -1.134  N13 1.080
24 H 2.705 0.221 -1.966  N13 1.045

total charge: 0
2S+1: 1
ΔE to the lowest compared entry with this formula, charge and spin: 0.9838 eV
HOMO level: -9.448 eV

Here are the Mulliken charges for atoms 1 to 8, given in e: atom 1 (C): -0.36, atom 2 (C): -0.20, atom 3 (C): -1.01, atom 4 (C): -0.52, atom 5 (C): -0.27, atom 6 (C): -0.59, atom 7 (C): 0.79, atom 8 (C): 0.10

Formula: C10H9N3O2
Source: OMol25
Level of theory: the ωB97M-V functional and the def2-TZVPD basis

Last columns: bonded neighbours and bond lengths (Å).
Atoms and positions in Å:
1 C -2.564 -1.682 -0.454  C2 1.402, C3 1.412, H16 1.043
2 C -2.795 -1.321 0.881  C1 1.402, C4 1.413, H17 1.022
3 C -1.481 -1.128 -1.171  C1 1.412, C5 1.396, H18 1.003
4 C -1.700 -0.714 1.535  C2 1.413, C6 1.339, H19 1.154
5 C -0.581 -0.313 -0.483  C3 1.396, C6 1.328, C8 1.590
6 C -0.694 -0.177 0.833  C4 1.339, C5 1.328
7 C 0.378 1.743 -1.074  C8 1.552, N11 1.302, H20 1.028
8 C 0.626 0.238 -1.359  C5 1.590, C7 1.552, N12 1.382, H21 1.166
9 C -3.872 1.257 -0.510  O14 1.150, O15 1.160
10 C 3.133 1.060 0.983  N13 1.473, H22 1.032, H23 1.007, H24 1.029
11 N 1.272 2.090 -0.192  C7 1.302, N13 1.305
12 N 1.803 -0.032 -0.688  C8 1.382, N13 1.304
13 N 2.008 1.035 0.033  C10 1.473, N11 1.305, N12 1.304
14 O -4.835 0.638 -0.404  C9 1.150
15 O -2.936 1.932 -0.623  C9 1.160
16 H -3.286 -2.345 -0.812  C1 1.043
17 H -3.652 -1.703 1.287  C2 1.022
18 H -1.339 -1.424 -2.120  C3 1.003
19 H -1.548 -0.509 2.660  C4 1.154
20 H -0.484 2.185 -1.414  C7 1.028
21 H 0.441 -0.261 -2.396  C8 1.166
22 H 3.274 1.830 1.656  C10 1.032
23 H 3.112 0.229 1.550  C10 1.007
24 H 4.007 0.828 0.493  C10 1.029

total charge: 0
2S+1: 1
ΔE to the lowest compared entry with this formula, charge and spin: 5.7280 eV
HOMO level (alpha / beta): -9.168 / -6.804 eV

Here are the Mulliken charges for atoms 1 to 8, given in e: atom 1 (C): -0.59, atom 2 (C): -0.89, atom 3 (C): -0.86, atom 4 (C): -0.44, atom 5 (C): 0.72, atom 6 (C): -0.10, atom 7 (C): -0.50, atom 8 (C): 0.53

Formula: C10H9N4
Source: OMol25
Level of theory: the ωB97M-V functional and the def2-TZVPD basis

Last columns: bonded neighbours and bond lengths (Å).
Atoms and positions in Å:
1 C 1.791 1.095 -1.384  C2 1.398, C3 1.380, H15 1.039
2 C 1.141 1.002 -2.618  C1 1.398, N11 1.354, H16 1.085
3 C 1.450 0.259 -0.340  C1 1.380, C4 1.405, C9 1.508
4 C 0.350 -0.589 -0.550  C3 1.405, C5 1.415, C10 1.461
5 C -0.547 -0.353 -1.618  C4 1.415, C6 1.492, N11 1.352
6 C -2.008 -0.612 -1.456  C5 1.492, C7 1.344, H17 1.036
7 C -2.389 -0.739 -0.173  C6 1.344, N13 1.428, H18 1.168
8 C -1.449 -0.057 2.025  N12 1.274, N13 1.385, H19 1.075
9 C 1.696 0.495 1.129  C3 1.508, N14 1.471, H20 1.082, H21 1.113
10 C -0.196 -1.360 0.564  C4 1.461, N13 1.426, H22 1.142
11 N -0.065 0.388 -2.642  C2 1.354, C5 1.352
12 N -0.325 0.147 2.589  C8 1.274, N14 1.400
13 N -1.497 -0.904 0.930  C7 1.428, C8 1.385, C10 1.426
14 N 0.818 -0.352 1.952  C9 1.471, N12 1.400, H23 1.034
15 H 2.541 1.787 -1.188  C1 1.039
16 H 1.311 1.815 -3.316  C2 1.085
17 H -2.654 -0.484 -2.256  C6 1.036
18 H -3.504 -0.552 0.121  C7 1.168
19 H -2.375 0.234 2.489  C8 1.075
20 H 2.762 0.367 1.257  C9 1.082
21 H 1.490 1.588 1.175  C9 1.113
22 H 0.154 -2.441 0.685  C10 1.142
23 H 1.505 -0.732 2.624  N14 1.034

total charge: +1
2S+1: 1
ΔE to the lowest compared entry with this formula, charge and spin: 1.3931 eV
HOMO level: -12.805 eV

Here are the Mulliken charges for atoms 1 to 8, given in e: atom 1 (C): -0.77, atom 2 (C): -0.40, atom 3 (C): 0.63, atom 4 (C): 0.34, atom 5 (C): 0.57, atom 6 (C): -0.79, atom 7 (C): -0.27, atom 8 (C): 0.01

Formula: C10H9N5O4
Source: OMol25
Level of theory: the ωB97M-V functional and the def2-TZVPD basis

Last columns: bonded neighbours and bond lengths (Å).
Atoms and positions in Å:
1 O -1.519 3.422 0.853  C7 1.236
2 O -1.150 -5.688 -1.210  N17 1.232
3 O -2.582 -4.861 -2.616  N17 1.257
4 N 1.177 -1.630 0.536  C8 1.300, C13 1.435
5 N 1.807 0.366 1.318  C8 1.314, C9 1.335
6 O 0.635 0.149 -0.808  C8 1.412, C14 1.394
7 C -0.477 3.159 1.465  O1 1.236, N18 1.347, C19 1.542
8 C 1.258 -0.344 0.358  N4 1.300, N5 1.314, O6 1.412
9 C 1.316 1.607 1.274  N5 1.335, N16 1.394, N18 1.283
10 C -0.765 -1.240 -2.553  C11 1.381, C14 1.427, H20 1.069
11 C -1.252 -2.498 -2.844  C10 1.381, C15 1.407, H21 1.079
12 C 0.041 -3.303 -0.948  C13 1.360, C15 1.414, H22 1.078
13 C 0.400 -2.039 -0.598  N4 1.435, C12 1.360, C14 1.397
14 C 0.050 -0.961 -1.415  O6 1.394, C10 1.427, C13 1.397
15 C -0.869 -3.558 -2.001  C11 1.407, C12 1.414, N17 1.394
16 N 2.144 2.526 1.916  C9 1.394, H23 1.073, H24 1.017
17 N -1.483 -4.809 -2.007  O2 1.232, O3 1.257, C15 1.394
18 N 0.100 1.989 1.129  C7 1.347, C9 1.283, H25 1.059
19 C -0.191 4.235 2.532  C7 1.542, H26 1.042, H27 1.086, H28 1.104
20 H -1.100 -0.373 -3.080  C10 1.069
21 H -1.981 -2.608 -3.631  C11 1.079
22 H 0.300 -4.095 -0.264  C12 1.078
23 H 2.097 3.477 1.422  N16 1.073
24 H 3.060 2.208 2.224  N16 1.017
25 H -0.522 1.353 0.554  N18 1.059
26 H 0.507 3.936 3.246  C19 1.042
27 H -1.113 4.394 3.083  C19 1.086
28 H 0.112 5.187 2.062  C19 1.104

total charge: 0
2S+1: 1
ΔE to the lowest compared entry with this formula, charge and spin: 2.1306 eV
HOMO level: -8.586 eV

Here are the Mulliken charges for atoms 1 to 8, given in e: atom 1 (O): -0.59, atom 2 (O): -0.57, atom 3 (O): -0.55, atom 4 (N): -0.73, atom 5 (N): -0.59, atom 6 (O): -0.51, atom 7 (C): 0.61, atom 8 (C): 0.69

Formula: C10H9N5OS3
Source: OMol25
Level of theory: the ωB97M-V functional and the def2-TZVPD basis

Last columns: bonded neighbours and bond lengths (Å).
Atoms and positions in Å:
1 O 3.203 3.020 0.385  C8 1.221
2 N -3.259 -1.245 -1.450  C9 1.312, N17 1.410
3 N -1.082 -0.942 -4.219  N4 1.374, C10 1.261
4 N -0.221 -0.621 -3.199  N3 1.374, C11 1.316
5 S -5.687 -1.798 -1.652  C9 1.714, H20 1.345
6 S -3.585 -2.075 -3.909  C9 1.739, C10 1.715
7 S 0.971 1.129 -0.545  C13 1.760, C14 1.729
8 C 2.892 2.835 1.551  O1 1.221, N16 1.420, C18 1.570
9 C -4.085 -1.868 -2.256  N2 1.312, S5 1.714, S6 1.739
10 C -2.101 -1.288 -3.561  N3 1.261, S6 1.715, N17 1.403
11 C -0.765 -0.586 -2.001  N4 1.316, C13 1.513, N17 1.396
12 C 0.760 -0.361 1.575  C14 1.419, C15 1.538, H21 1.061
13 C -0.054 -0.294 -0.698  S7 1.760, C11 1.513, C15 1.367
14 C 1.348 0.848 1.119  S7 1.729, C12 1.419, N16 1.382
15 C -0.022 -1.046 0.442  C12 1.538, C13 1.367, C19 1.530
16 N 2.043 1.752 1.900  C8 1.420, C14 1.382, H22 0.992
17 N -2.063 -1.067 -2.176  N2 1.410, C10 1.403, C11 1.396
18 C 3.884 3.444 2.605  C8 1.570, H23 1.135, H24 1.058, H25 1.097
19 C -0.410 -2.495 0.746  C15 1.530, H26 1.094, H27 1.135, H28 1.123
20 H -5.474 -0.581 -1.118  S5 1.345
21 H 0.788 -0.714 2.575  C12 1.061
22 H 2.136 1.496 2.855  N16 0.992
23 H 4.165 4.494 2.277  C18 1.135
24 H 4.768 2.862 2.607  C18 1.058
25 H 3.514 3.762 3.588  C18 1.097
26 H 0.480 -3.042 1.071  C19 1.094
27 H -0.955 -3.067 -0.069  C19 1.135
28 H -1.188 -2.551 1.554  C19 1.123

total charge: 0
2S+1: 1
HOMO level: -8.253 eV

Here are the Mulliken charges for atoms 1 to 8, given in e: atom 1 (O): -0.54, atom 2 (N): -0.97, atom 3 (N): -0.64, atom 4 (N): -0.27, atom 5 (S): -0.23, atom 6 (S): -0.15, atom 7 (S): -0.19, atom 8 (C): 0.65

Formula: C10H9NO
Source: OMol25
Level of theory: the ωB97M-V functional and the def2-TZVPD basis

Last columns: bonded neighbours and bond lengths (Å).
Atoms and positions in Å:
1 C -0.149 1.318 2.616  C2 1.460, C3 1.343, H13 1.022
2 C -0.936 2.017 1.604  C1 1.460, C4 1.393, H14 1.114
3 C 0.434 0.183 2.197  C1 1.343, C5 1.458, H15 1.075
4 C -0.946 1.537 0.297  C2 1.393, C6 1.359, H16 1.068
5 C 0.270 -0.434 0.887  C3 1.458, C6 1.420, C7 1.340
6 C -0.420 0.342 -0.081  C4 1.359, C5 1.420, N11 1.426
7 C 0.820 -1.611 0.560  C5 1.340, C9 1.290
8 C -0.750 -1.456 -1.761  N11 1.369, O12 1.202
9 C 1.467 -2.718 0.414  C7 1.290, H17 1.072, H18 1.017
10 C -0.038 0.716 -2.493  N11 1.466, H19 1.118, H20 1.022, H21 1.190
11 N -0.527 -0.150 -1.415  C6 1.426, C8 1.369, C10 1.466
12 O -0.452 -2.292 -2.571  C8 1.202
13 H -0.096 1.551 3.610  C1 1.022
14 H -1.585 2.917 1.699  C2 1.114
15 H 0.959 -0.382 2.947  C3 1.075
16 H -1.566 2.052 -0.405  C4 1.068
17 H 1.003 -3.625 0.084  C9 1.072
18 H 2.464 -2.688 0.220  C9 1.017
19 H -0.630 1.653 -2.349  C10 1.118
20 H 0.983 0.701 -2.458  C10 1.022
21 H -0.303 0.372 -3.601  C10 1.190

total charge: 0
2S+1: 1
ΔE to the lowest compared entry with this formula, charge and spin: 5.5870 eV
HOMO level (alpha / beta): -6.989 / -7.277 eV

Here are the Mulliken charges for atoms 1 to 8, given in e: atom 1 (C): -0.67, atom 2 (C): -0.53, atom 3 (C): -0.68, atom 4 (C): -0.41, atom 5 (C): 0.83, atom 6 (C): 0.58, atom 7 (C): -0.03, atom 8 (C): 0.01

Formula: C10H9NO2
Source: OMol25
Level of theory: the ωB97M-V functional and the def2-TZVPD basis

Last columns: bonded neighbours and bond lengths (Å).
Atoms and positions in Å:
1 C 1.894 0.380 -0.180  C2 1.501, C10 1.459, N20 1.370
2 C 1.509 -1.059 -0.356  C1 1.501, C3 1.529, H12 1.148, H13 1.100
3 C 0.440 -1.360 0.696  C2 1.529, C4 1.493, H14 1.145, H15 1.082
4 C -0.748 -0.518 0.364  C3 1.493, C5 1.376, C9 1.481
5 C -1.942 -1.114 0.029  C4 1.376, C6 1.373, H16 1.136
6 C -2.972 -0.291 -0.360  C5 1.373, C7 1.477, H17 1.131
7 C -3.005 1.182 -0.260  C6 1.477, C8 1.426, H18 1.072
8 C -1.713 1.706 0.038  C7 1.426, C9 1.440, H19 1.037
9 C -0.517 0.943 0.286  C4 1.481, C8 1.440, C10 1.427
10 C 0.837 1.349 0.093  C1 1.459, C9 1.427, O22 1.275
11 H 4.774 0.529 -0.468  O21 0.986
12 H 1.132 -1.318 -1.409  C2 1.148
13 H 2.498 -1.539 -0.313  C2 1.100
14 H 0.726 -1.025 1.753  C3 1.145
15 H 0.098 -2.387 0.689  C3 1.082
16 H -2.000 -2.241 0.154  C5 1.136
17 H -3.961 -0.838 -0.329  C6 1.131
18 H -3.946 1.666 -0.434  C7 1.072
19 H -1.403 2.682 -0.131  C8 1.037
20 N 3.143 0.782 0.213  C1 1.370, O21 1.372
21 O 4.031 -0.107 -0.338  H11 0.986, N20 1.372
22 O 1.125 2.580 0.262  C10 1.275

total charge: 0
2S+1: 1
ΔE to the lowest compared entry with this formula, charge and spin: 4.1360 eV
HOMO level: -9.159 eV

Here are the Mulliken charges for atoms 1 to 8, given in e: atom 1 (C): 0.34, atom 2 (C): -0.66, atom 3 (C): -0.96, atom 4 (C): 1.10, atom 5 (C): -0.60, atom 6 (C): -0.38, atom 7 (C): -0.77, atom 8 (C): -0.79

- Which of these has the highest total charge?
  C10H9N4

Copy entry 2 word for word.
Formula: C10H9N3O2
Source: OMol25
Level of theory: the ωB97M-V functional and the def2-TZVPD basis

Last columns: bonded neighbours and bond lengths (Å).
Atoms and positions in Å:
1 C 1.506 -1.297 -0.844  C10 1.460, N11 1.158
2 C -3.545 -0.643 -0.109  C3 1.409, C4 1.351, H16 1.058
3 C -2.516 -1.539 0.242  C2 1.409, C5 1.375, H17 1.113
4 C -3.333 0.656 -0.416  C2 1.351, C6 1.377, H18 1.165
5 C -1.214 -1.106 0.145  C3 1.375, C7 1.420, H19 1.053
6 C -2.062 1.159 -0.252  C4 1.377, C7 1.412, H20 1.026
7 C -0.976 0.283 -0.032  C5 1.420, C6 1.412, C8 1.473
8 C 0.353 0.907 -0.147  C7 1.473, C10 1.522, O14 1.241
9 C 2.198 -0.302 1.235  C10 1.780, N12 1.331, O15 1.207
10 C 1.612 0.091 -0.399  C1 1.460, C8 1.522, C9 1.780, N13 1.435
11 N 1.439 -2.385 -1.231  C1 1.158
12 N 3.259 0.455 1.501  C9 1.331, H21 1.012, H22 1.036
13 N 2.666 0.782 -1.085  C10 1.435, H23 1.080, H24 1.045
14 O 0.552 2.132 -0.157  C8 1.241
15 O 1.491 -0.901 2.009  C9 1.207
16 H -4.542 -0.954 -0.277  C2 1.058
17 H -2.894 -2.556 0.488  C3 1.113
18 H -4.159 1.431 -0.689  C4 1.165
19 H -0.393 -1.729 0.360  C5 1.053
20 H -1.756 2.086 -0.568  C6 1.026
21 H 3.888 0.843 0.808  N12 1.012
22 H 3.411 0.568 2.519  N12 1.036
23 H 2.312 1.800 -1.134  N13 1.080
24 H 2.705 0.221 -1.966  N13 1.045

total charge: 0
2S+1: 1
ΔE to the lowest compared entry with this formula, charge and spin: 0.9838 eV
HOMO level: -9.448 eV

Here are the Mulliken charges for atoms 1 to 8, given in e: atom 1 (C): -0.36, atom 2 (C): -0.20, atom 3 (C): -1.01, atom 4 (C): -0.52, atom 5 (C): -0.27, atom 6 (C): -0.59, atom 7 (C): 0.79, atom 8 (C): 0.10

- What is the total charge in the third record?
  0

- Which of these has the highest total charge?
  C10H9N4